(1)
Entry from the Open Molecules 2025 dataset: a cluster of 9 separate species, C32H45FO27 in total at a distorted geometry (ωB97M-V/def2-TZVPD).

## Properties
* energy: -3377.55927 Eh
* total charge: 0
* Kohn-Sham gap: 9.59 eV
* relative energy (zero: lowest compared OMol25 entry of this formula, charge and spin): 188.82 kcal/mol
* max |F|: 8.5 eV/A

Each line ends with the Löwdin charge.
Positions of all 105 atoms, in Å:
C (2.07289, -2.19292, -5.97138)  -0.28
H (-5.52703, 0.59269, 0.96251)  0.07
H (0.54927, 1.25457, 1.17847)  0.13
H (-4.60454, 1.84863, 4.90520)  0.14
O (1.14951, -1.74396, -5.01542)  0.08
C (-3.30352, -2.93827, 4.63737)  -0.20
H (3.33323, 3.06988, 1.29908)  0.17
H (1.79301, -3.16858, -7.94187)  0.08
O (0.81492, 6.55777, 0.02590)  0.13
H (1.28145, 4.97232, -3.44842)  0.09
H (-3.07230, -3.58176, 2.53056)  0.15
C (4.43020, -2.90209, 2.78625)  -0.19
C (-4.78221, 0.17694, -2.22311)  -0.03
C (-1.51778, -0.83316, 0.18042)  -0.58
C (-3.81568, -0.55770, -3.12818)  -0.43
C (0.13553, 0.25430, -0.81857)  -0.13
C (-3.34186, 0.09918, -4.32933)  -0.03
C (-0.18306, 6.83104, -0.73126)  -0.51
H (-6.40179, 0.29337, 2.48657)  0.09
C (2.68772, -5.36371, 0.31612)  -0.54
C (1.57362, -4.03819, -0.95090)  -0.22
O (4.98781, -0.72351, 3.18949)  0.06
O (1.79510, -4.34943, 0.31323)  0.08
H (5.12119, -3.57724, 2.28148)  0.14
H (3.57016, -1.04544, -6.92415)  0.14
H (4.19478, -2.34707, 5.34652)  0.09
C (5.25568, -2.44467, 5.11615)  0.01
O (-0.77386, -0.38040, 1.14463)  0.09
H (-2.48155, -2.27732, 4.91235)  0.13
C (2.99452, 3.56054, 2.21156)  -0.34
H (0.50608, -3.04241, -6.94706)  0.08
O (-0.92968, 7.86358, -0.50012)  0.05
H (2.29027, 5.57144, -0.98557)  0.14
O (-4.44129, -2.36824, 5.17885)  0.06
O (0.82302, 0.13476, -3.77824)  0.08
H (-3.28054, -1.83590, 2.82006)  0.11
O (-2.75519, 1.70827, 4.08076)  0.08
H (1.46636, 3.36668, -2.84364)  0.08
C (-5.71087, -1.75033, -3.04037)  -0.49
O (-4.91066, -3.11338, 3.28728)  0.12
H (3.88276, -1.05943, -5.21889)  0.13
H (1.45218, -2.95500, -0.94338)  0.14
O (3.66731, -2.03408, 2.03539)  0.05
O (-4.44436, -1.67024, -3.49777)  0.10
H (-3.04580, -3.84006, 5.19277)  0.14
C (-3.48671, -2.83395, 3.20670)  -0.06
O (4.80850, 4.90612, 2.36963)  0.07
H (0.01322, 3.83639, -3.52304)  0.08
C (-2.48519, 2.15521, 2.83410)  -0.42
C (1.37522, 5.34643, -0.43770)  -0.08
H (6.39930, -2.13786, 3.20938)  0.15
C (4.01614, -0.68511, 2.21441)  -0.45
O (-6.49629, -2.67364, -3.26826)  0.11
H (5.90636, -1.70441, 5.58169)  0.08
C (0.36518, 0.30214, 0.68138)  -0.09
C (3.07658, -1.04268, -5.95231)  -0.09
H (-2.94113, 1.08986, -4.11469)  0.09
H (0.91475, -1.60033, -7.95331)  0.09
H (2.28224, -3.18779, -5.57832)  0.15
C (-5.41872, 0.34614, 2.01871)  0.03
H (-4.42081, 0.68577, -1.32946)  0.13
C (5.36836, -2.09981, 3.56125)  -0.28
C (0.35876, 4.66460, -1.46673)  -0.25
O (2.21822, 0.07818, -5.67271)  0.06
H (5.54530, -3.47858, 5.30387)  0.09
H (-4.78827, -0.53973, 2.09529)  0.06
C (4.16712, 3.82667, 3.07034)  -0.09
O (3.51775, 0.26907, 1.67793)  0.14
O (3.25642, -5.47345, -0.86622)  0.10
O (-0.99385, -0.54158, -0.97639)  0.09
H (3.74852, -3.59958, 3.27299)  0.14
C (0.78044, 4.21379, -2.84699)  -0.02
O (-6.00725, -0.64670, -2.29842)  0.07
C (-4.65666, 1.54729, 2.74461)  -0.35
H (3.78355, 4.02677, 4.07080)  0.15
O (3.88533, 6.91466, 1.75218)  0.16
C (3.74273, 5.73855, 2.04015)  -0.47
O (2.60500, 4.95907, 2.10664)  0.07
H (-0.27176, 4.01246, -0.86238)  0.14
H (-4.11232, 0.24540, 4.46590)  0.12
H (1.63029, 4.53270, 0.24118)  0.11
H (-2.41212, -0.23875, -4.78703)  0.08
H (3.45946, -3.56733, -1.78076)  0.13
H (-4.07660, 0.25506, -5.11925)  0.10
H (-5.12162, 1.03140, -2.80861)  0.12
H (4.77991, 2.92534, 3.08429)  0.14
O (-1.43636, 2.71171, 2.48141)  0.11
C (-5.44029, -2.57444, 4.24842)  -0.70
O (-0.39222, 5.88204, -1.68798)  0.05
H (-2.94421, -0.95163, -2.60526)  0.15
H (0.59874, -4.48187, -1.15302)  0.15
C (-4.07204, 1.28459, 4.13944)  -0.10
O (2.95414, -6.08651, 1.27683)  0.12
O (-6.58994, -2.38359, 4.33584)  0.19
C (2.78003, -4.41768, -1.72259)  -0.08
O (-2.68530, -1.19439, 0.38134)  0.10
H (-0.06665, 1.26795, -1.16462)  0.13
O (-3.60812, 1.91250, 1.99011)  0.07
H (-5.43093, 2.31264, 2.79784)  0.14
F (2.09455, 2.83627, 2.89085)  0.10
H (1.22261, -0.35160, 0.84119)  0.11
H (1.02142, -0.15318, -1.30566)  0.12
C (1.30384, -2.40799, -7.33334)  0.00
C (1.30952, -0.48183, -4.77878)  -0.49
H (2.56083, -4.60225, -2.77424)  0.13

---

(2)
Entry from the Open Molecules 2025 dataset: a structure of composition C32H45IrN4O4S at a distorted geometry (ωB97M-V/def2-TZVPD).

## Properties
* energy: -2267.95133 Eh
* total charge: +3
* Kohn-Sham gap (alpha / beta): 6.64 / 5.21 eV
* relative energy (zero: lowest compared OMol25 entry of this formula, charge and spin): 3.41 kcal/mol
* max |F|: 1.2 eV/A
* spin multiplicity: 2

Each line ends with the Löwdin spin population.
Positions of all 87 atoms, in Å:
C (4.01027, -1.23025, 0.26589)  0.01
H (5.25524, -5.14329, -4.84853)  0.00
H (-7.19097, -1.53599, 6.11337)  0.00
C (-4.31100, -0.66430, 4.57361)  0.00
H (4.96050, 2.09051, 1.95538)  0.00
C (-6.53190, 1.81712, -1.02463)  0.00
H (0.33736, 2.83762, -3.52439)  0.00
C (-3.92427, 0.77675, 2.55120)  0.00
H (-0.85719, 3.22967, 0.00737)  0.00
C (-5.15892, -1.25973, 5.49357)  0.00
C (1.06711, 2.44656, -2.81531)  0.00
C (-4.30126, -0.92457, 0.30795)  0.00
H (5.60009, -5.96099, -3.38003)  0.00
C (4.11637, 2.24628, 1.29535)  0.01
O (0.86868, -2.43893, -2.96643)  0.00
H (-8.12350, -0.14217, 4.30947)  0.00
C (-4.50995, 1.77649, -2.32822)  0.00
H (0.90815, -1.97772, 0.73446)  0.00
C (2.24210, 1.37340, 0.00288)  0.18
N (3.43996, -3.62948, -3.92018)  0.00
H (-4.75327, -1.85484, 6.30027)  0.00
H (2.74102, -3.18128, -1.48811)  0.00
O (1.60658, 0.31938, -0.43005)  0.23
C (3.73437, -0.22360, 1.38650)  0.01
C (-6.53032, -1.07721, 5.39024)  0.00
H (-3.78584, -1.68109, -0.28929)  0.00
H (2.53064, -3.29061, -3.62187)  0.00
H (-0.66087, -2.18726, 1.11106)  0.00
H (2.53964, -0.04127, 3.20582)  0.00
H (0.99799, 1.35973, -2.81450)  0.00
C (3.37258, 1.15091, 0.88483)  0.14
H (-7.51432, 2.22536, -0.83104)  0.00
N (-0.03888, -1.87668, 0.36819)  0.00
H (0.83976, 4.12672, -1.51822)  0.00
C (-7.05532, -0.29817, 4.37398)  0.00
N (5.04080, -5.28804, -3.87635)  0.00
H (4.42656, -2.14173, 0.69714)  0.00
C (2.70154, 3.74674, 0.02193)  0.03
C (-4.83474, 0.11195, 3.54656)  0.00
C (2.68807, -0.73908, 2.38177)  0.01
H (-3.08030, 0.26994, -1.80896)  0.00
H (-6.68112, 0.34014, 0.52216)  0.00
H (-1.34491, 3.06023, -1.69793)  0.00
H (1.11458, -4.90740, -2.45030)  0.00
H (1.38789, -5.88676, -1.03178)  0.00
H (-3.23720, -0.78794, 4.67051)  0.00
H (-3.10186, 1.33340, 3.00536)  0.00
C (-6.05767, 0.76346, -0.25702)  0.00
H (-4.45127, 1.41319, 1.83858)  0.00
H (2.05653, 2.73473, -3.16907)  0.00
H (3.06821, -4.30177, -0.17730)  0.00
H (-6.13243, 3.13979, -2.66260)  0.00
C (-6.20841, 0.29341, 3.44702)  0.00
H (2.49153, 4.75645, -0.30949)  0.00
H (-0.70527, -4.82659, -0.92327)  0.00
H (3.01474, -1.68918, 2.80582)  0.00
Ir (-0.39630, 0.02873, -0.20092)  0.03
C (-5.75555, 2.32868, -2.05451)  0.00
C (-4.03333, 0.72614, -1.56115)  0.00
O (-0.09028, -0.68910, -2.00646)  0.01
C (0.80632, 3.03768, -1.42555)  0.01
O (-2.01430, 0.37293, 0.80140)  0.00
N (3.72300, -4.93150, -2.02450)  0.00
H (1.72099, -0.88375, 1.89473)  0.00
H (-3.92617, 2.14868, -3.16003)  0.00
H (-5.08671, -1.43176, 0.87634)  0.00
H (3.09903, -1.47448, -0.27858)  0.00
C (-4.80103, 0.22145, -0.51206)  0.00
H (4.73395, -0.83971, -0.45004)  0.00
H (4.12184, -5.77414, -1.64244)  0.00
C (1.34267, -4.85468, -1.38709)  0.00
C (3.79238, 3.52721, 0.87957)  0.22
H (4.38754, 4.36873, 1.20894)  0.01
H (4.66321, -0.10397, 1.94794)  0.00
C (4.05721, -4.62026, -3.27945)  0.00
C (-0.60915, 2.77085, -0.94827)  0.00
S (-3.09044, -0.50127, 1.59503)  0.00
C (0.15756, -4.22293, -0.64181)  0.00
H (0.26871, -4.38644, 0.43620)  0.00
H (-0.88985, 1.68533, -0.85504)  0.00
H (-1.34750, -2.73032, -0.96105)  0.00
C (0.25649, -1.96088, -2.04534)  0.00
H (3.70558, -3.41548, -4.86755)  0.00
C (-0.26033, -2.75305, -0.84278)  0.00
C (1.90780, 2.70833, -0.43585)  0.09
H (-6.61403, 0.92738, 2.66715)  0.00
C (2.72511, -4.23459, -1.21139)  0.00